Entry from OMol25: a molecular structure, C16H13CuN2O2S4 (ωB97M-V/def2-TZVPD).

Positions of all 38 atoms, in Å:
Cu 0.50495 -0.70110 0.66474
O -2.46473 3.77473 -0.33306
C -2.49344 3.68347 1.00844
C -3.20939 4.66240 1.70183
C -3.27376 4.63042 3.08072
C -2.63117 3.62620 3.80076
C -1.92661 2.65648 3.10977
C -1.84174 2.66067 1.71990
C -1.06589 1.56855 1.05135
O -0.53012 0.67990 1.76813
N -1.01734 1.63439 -0.27305
N -0.27136 0.56750 -0.76684
C -0.22525 0.44287 -2.02966
S 0.61026 -0.95308 -2.71804
C 0.70357 -0.23381 -4.36223
C -0.61275 0.48699 -4.62088
S -0.96456 1.52841 -3.18906
H -1.91578 3.00862 -0.64801
H -3.70022 5.43364 1.12275
H -3.83272 5.39665 3.60604
H -2.68211 3.60197 4.88096
H -1.41632 1.85420 3.62677
H 0.85610 -1.04844 -5.07092
H 1.54218 0.45993 -4.43740
H -1.41116 -0.24065 -4.76769
H -0.55764 1.13693 -5.49489
S 0.02934 -2.90220 0.86976
C 1.61952 -3.63834 0.76434
C 1.75209 -5.03203 0.85643
C 2.96856 -5.66590 0.71215
C 4.11316 -4.90106 0.46885
C 4.00194 -3.52805 0.39476
C 2.77638 -2.86887 0.56817
S 2.71431 -1.11593 0.56603
H 0.85602 -5.61664 1.03585
H 3.03438 -6.74489 0.78220
H 5.07747 -5.37878 0.34572
H 4.88382 -2.92514 0.20533

**HOMO (spin up / spin down)**: -0.1510 / -0.1493 Ha
**Net charge**: -1
**Gap between HOMO and LUMO (spin up / spin down)**: 6.41 / 5.91 eV
**E_tot**: -111862.410 eV
**Energy above the lowest of the compared OMol25 structures with the same formula, charge and spin**: 3.9 kcal/mol
**2S+1**: 2

These are the natural (NBO) partial charges, in e, on atoms 1 to 2: 1.0770 -0.6990